{
  "formula": "C20H40Cl12O4S2",
  "method": "the ωB97M-V functional and the def2-TZVPD basis",
  "symbols": ["O", "S", "O", "C", "C", "C", "C", "H", "H", "H", "H", "H", "H", "H", "H", "O", "S", "O", "C", "C", "C", "C", "H", "H", "H", "H", "H", "H", "H", "H", "Cl", "C", "C", "Cl", "H", "H", "H", "H", "Cl", "C", "C", "Cl", "H", "H", "H", "H", "Cl", "C", "C", "Cl", "H", "H", "H", "H", "Cl", "C", "C", "Cl", "H", "H", "H", "H", "Cl", "C", "C", "Cl", "H", "H", "H", "H", "Cl", "C", "C", "Cl", "H", "H", "H", "H"],
  "coordinates": [[-0.155, -1.738, -1.540], [1.204, -1.906, -0.898], [2.004, -3.113, -1.078], [2.193, -0.375, -1.362], [2.145, 0.535, -0.171], [1.981, -0.389, 1.105], [0.986, -1.495, 0.888], [1.729, 0.036, -2.259], [3.228, -0.635, -1.585], [3.061, 1.124, -0.140], [1.372, 1.271, -0.392], [1.973, 0.263, 1.979], [2.955, -0.857, 1.251], [-0.045, -1.162, 1.010], [1.163, -2.267, 1.637], [-3.806, 2.278, -3.391], [-3.408, 1.294, -2.402], [-3.397, -0.101, -2.727], [-1.820, 1.748, -1.565], [-1.948, 1.854, -0.013], [-3.420, 2.343, 0.132], [-4.371, 1.537, -0.768], [-1.515, 2.745, -1.882], [-0.967, 1.139, -1.864], [-1.672, 0.900, 0.436], [-1.217, 2.452, 0.532], [-3.549, 3.400, -0.099], [-3.624, 2.283, 1.201], [-5.387, 1.905, -0.906], [-4.431, 0.535, -0.344], [0.525, 1.120, -4.705], [-1.041, 0.375, -5.031], [-1.242, -0.328, -6.371], [-0.766, 0.670, -7.751], [-1.801, 1.134, -4.847], [-1.165, -0.383, -4.257], [-2.259, -0.690, -6.526], [-0.630, -1.227, -6.443], [3.431, -4.533, 2.962], [4.447, -3.024, 2.801], [5.414, -2.899, 3.895], [4.617, -2.717, 5.520], [3.735, -2.212, 2.657], [4.947, -2.981, 1.833], [6.073, -2.062, 3.665], [6.051, -3.781, 3.958], [-2.341, 4.279, 3.071], [-0.979, 4.046, 4.276], [0.425, 4.138, 3.663], [0.816, 2.769, 2.664], [-1.114, 3.146, 4.876], [-1.026, 4.863, 4.996], [1.176, 4.069, 4.450], [0.690, 5.019, 3.078], [-2.707, -6.610, -2.084], [-2.111, -4.937, -2.095], [-3.068, -3.971, -1.538], [-4.784, -3.923, -2.176], [-1.886, -4.809, -3.154], [-1.169, -4.830, -1.558], [-2.605, -3.002, -1.720], [-3.029, -4.167, -0.466], [1.343, 4.250, -1.980], [2.884, 4.142, -1.155], [3.949, 3.742, -2.144], [3.708, 2.103, -2.863], [2.827, 3.370, -0.388], [3.133, 5.074, -0.648], [4.906, 3.744, -1.621], [4.185, 4.428, -2.957], [-2.078, -0.468, 3.091], [-2.412, -2.149, 3.413], [-1.495, -2.725, 4.517], [0.129, -2.899, 3.969], [-2.232, -2.649, 2.461], [-3.461, -2.235, 3.697], [-1.746, -3.758, 4.762], [-1.530, -2.116, 5.420]],
  "lowdin_charge": [-0.381, 0.765, -0.341, -0.253, -0.238, -0.217, -0.232, 0.040, 0.095, 0.087, 0.093, 0.079, 0.089, 0.064, 0.039, -0.331, 0.690, -0.334, -0.218, -0.206, -0.243, -0.175, 0.082, 0.070, 0.071, 0.066, 0.111, 0.078, 0.099, 0.092, 0.564, -0.673, -0.645, 0.537, 0.051, 0.056, 0.079, 0.066, 0.514, -0.644, -0.645, 0.510, 0.042, 0.086, 0.081, 0.072, 0.533, -0.595, -0.676, 0.604, 0.073, 0.068, 0.067, 0.072, 0.536, -0.682, -0.646, 0.500, 0.069, 0.080, 0.055, 0.071, 0.588, -0.675, -0.632, 0.587, 0.043, 0.082, 0.071, 0.073, 0.590, -0.663, -0.680, 0.622, 0.059, 0.074, 0.067, 0.071],
  "relative_energy_kcal_mol": 0.0,
  "total_energy_ha": -7405.62698,
  "e_homo_ev": -10.16
}

=====

{
  "formula": "C20H40Cl4O6",
  "method": "the ωB97M-V functional and the def2-TZVPD basis",
  "symbols": ["C", "C", "C", "O", "H", "H", "H", "H", "H", "H", "C", "C", "C", "O", "H", "H", "H", "H", "H", "H", "C", "C", "C", "O", "H", "H", "H", "H", "H", "H", "C", "C", "C", "O", "H", "H", "H", "H", "H", "H", "C", "C", "C", "O", "H", "H", "H", "H", "H", "H", "C", "C", "C", "O", "H", "H", "H", "H", "H", "H", "Cl", "C", "Cl", "H", "H", "Cl", "C", "Cl", "H", "H"],
  "coordinates": [[-2.325, -1.545, 4.448], [-1.358, -1.383, 3.248], [-0.212, -0.410, 3.396], [-1.531, -2.112, 2.288], [-2.857, -2.495, 4.394], [-3.074, -0.763, 4.321], [-1.834, -1.473, 5.419], [0.408, -0.687, 4.249], [-0.520, 0.626, 3.544], [0.486, -0.355, 2.561], [3.746, -1.650, 0.769], [4.578, -0.530, 0.152], [6.057, -0.743, -0.153], [4.048, 0.574, -0.108], [3.893, -2.637, 0.330], [2.668, -1.513, 0.691], [3.992, -1.648, 1.831], [6.406, -0.149, -0.998], [6.142, -1.808, -0.371], [6.701, -0.489, 0.689], [-1.980, -5.266, 1.574], [-2.111, -5.302, 0.097], [-0.928, -5.046, -0.725], [-3.218, -5.587, -0.352], [-2.956, -5.387, 2.044], [-1.433, -4.421, 1.991], [-1.461, -6.159, 1.923], [-0.083, -5.590, -0.303], [-0.689, -3.985, -0.640], [-1.085, -5.255, -1.783], [-1.489, 1.511, -1.307], [-0.383, 0.741, -0.741], [-0.064, -0.577, -1.429], [0.178, 1.094, 0.279], [-1.205, 2.072, -2.197], [-1.927, 2.189, -0.574], [-2.272, 0.797, -1.564], [0.582, -0.360, -2.279], [-0.929, -1.041, -1.904], [0.406, -1.261, -0.722], [0.343, 2.732, -6.440], [-0.347, 1.387, -6.352], [-1.646, 1.305, -5.565], [0.023, 0.445, -6.998], [-0.360, 3.536, -6.658], [1.010, 2.662, -7.299], [0.934, 2.875, -5.535], [-2.464, 1.568, -6.236], [-1.582, 2.006, -4.733], [-1.895, 0.313, -5.188], [-2.449, 2.262, 2.301], [-3.166, 2.244, 3.582], [-4.720, 2.173, 3.492], [-2.637, 2.227, 4.700], [-2.883, 3.075, 1.718], [-2.554, 1.378, 1.672], [-1.395, 2.527, 2.383], [-5.116, 1.231, 3.113], [-5.121, 2.889, 2.775], [-5.058, 2.393, 4.505], [1.331, 2.954, 3.831], [2.245, 2.339, 2.389], [3.826, 3.097, 2.219], [2.456, 1.272, 2.470], [1.654, 2.563, 1.502], [4.027, 4.014, -3.884], [3.535, 2.920, -2.600], [2.071, 1.973, -3.153], [4.367, 2.241, -2.410], [3.205, 3.424, -1.692]],
  "nbo_charge": [-0.717, 0.611, -0.744, -0.574, 0.232, 0.235, 0.226, 0.235, 0.258, 0.236, -0.726, 0.594, -0.716, -0.566, 0.229, 0.241, 0.239, 0.241, 0.219, 0.245, -0.728, 0.579, -0.715, -0.553, 0.237, 0.249, 0.225, 0.227, 0.239, 0.238, -0.725, 0.613, -0.725, -0.576, 0.245, 0.232, 0.228, 0.246, 0.225, 0.236, -0.732, 0.597, -0.721, -0.539, 0.225, 0.237, 0.246, 0.241, 0.208, 0.233, -0.744, 0.594, -0.727, -0.546, 0.232, 0.246, 0.251, 0.233, 0.221, 0.239, -0.053, -0.377, -0.028, 0.220, 0.243, -0.011, -0.361, -0.089, 0.236, 0.233],
  "relative_energy_kcal_mol": 2.3,
  "total_energy_ha": -3078.21445,
  "e_homo_ev": -9.42
}

=====

{
  "formula": "C20H40F6GaN2O9",
  "method": "the ωB97M-V functional and the def2-TZVPD basis",
  "symbols": ["C", "C", "N", "Ga", "C", "N", "C", "O", "C", "F", "F", "C", "F", "F", "C", "F", "F", "C", "O", "O", "H", "H", "H", "H", "H", "H", "H", "H", "H", "H", "H", "H", "C", "O", "C", "C", "O", "C", "C", "O", "C", "H", "H", "H", "H", "H", "H", "H", "H", "H", "H", "H", "H", "H", "H", "C", "O", "C", "C", "O", "C", "C", "O", "C", "H", "H", "H", "H", "H", "H", "H", "H", "H", "H", "H", "H", "H", "H"],
  "coordinates": [[4.723, 1.032, 1.134], [3.525, -0.077, 0.889], [2.174, 0.564, 0.559], [1.389, -0.607, -0.775], [1.581, -2.635, -0.230], [0.336, -3.104, 0.492], [-0.582, -0.201, -1.246], [-1.169, -0.955, -2.215], [-1.525, 0.960, -0.498], [-0.911, 2.325, -0.695], [-2.810, 0.963, -1.234], [-1.646, 0.734, 1.120], [-1.238, -0.679, 1.432], [-0.728, 1.649, 1.858], [-3.148, 0.927, 1.744], [-2.953, 1.162, 3.224], [-3.893, 2.106, 1.247], [-4.029, -0.492, 1.667], [-4.689, -0.945, 2.768], [-4.112, -1.351, 0.470], [4.433, 1.865, 1.932], [5.767, 0.528, 1.401], [4.903, 1.552, 0.075], [3.820, -0.712, -0.072], [3.460, -0.831, 1.788], [2.424, 1.477, 0.074], [2.290, -0.443, -2.123], [2.559, -2.680, 0.452], [1.710, -3.293, -1.209], [0.021, -4.054, 0.184], [0.444, -3.062, 1.537], [-5.103, -1.429, 0.277], [-4.271, -2.727, -3.561], [-3.419, -3.133, -4.620], [-2.040, -2.915, -4.324], [-1.166, -3.951, -5.036], [-1.174, -5.234, -4.395], [-2.374, -6.003, -4.551], [-2.557, -6.557, -5.967], [-3.055, -5.538, -6.839], [-2.737, -5.791, -8.198], [-4.187, -1.650, -3.392], [-5.302, -2.966, -3.838], [-4.029, -3.276, -2.645], [-1.859, -2.971, -3.242], [-1.786, -1.912, -4.681], [-0.127, -3.606, -4.982], [-1.412, -4.036, -6.095], [-3.248, -5.446, -4.212], [-2.261, -6.855, -3.870], [-3.293, -7.369, -5.955], [-1.601, -6.942, -6.332], [-1.652, -5.855, -8.331], [-3.106, -4.953, -8.795], [-3.218, -6.712, -8.539], [-0.324, 6.529, 3.976], [0.521, 5.496, 4.457], [0.676, 4.436, 3.514], [2.047, 3.772, 3.670], [3.115, 4.536, 3.095], [3.500, 5.715, 3.816], [4.239, 5.408, 5.122], [3.311, 5.043, 6.145], [3.909, 4.249, 7.157], [-1.336, 6.150, 3.809], [-0.359, 7.323, 4.727], [0.081, 6.953, 3.051], [0.570, 4.809, 2.485], [-0.112, 3.704, 3.714], [2.029, 2.830, 3.110], [2.261, 3.513, 4.708], [2.649, 6.378, 3.972], [4.195, 6.244, 3.153], [4.772, 6.303, 5.464], [4.960, 4.603, 4.950], [4.323, 3.331, 6.727], [3.134, 3.969, 7.875], [4.690, 4.812, 7.675]],
  "lowdin_charge": [-0.148, -0.413, -0.196, 0.360, -0.354, -0.144, -0.162, -0.113, -0.169, -0.025, -0.015, -0.108, 0.016, 0.017, -0.096, -0.003, 0.030, -0.148, 0.009, 0.015, 0.069, 0.068, 0.077, 0.066, 0.099, 0.033, -0.050, 0.040, 0.061, 0.047, 0.058, 0.144, -0.110, -0.211, -0.196, -0.164, -0.135, -0.173, -0.195, -0.208, -0.116, 0.087, 0.081, 0.087, 0.110, 0.123, 0.129, 0.112, 0.116, 0.123, 0.120, 0.122, 0.085, 0.087, 0.081, -0.116, -0.212, -0.185, -0.163, -0.139, -0.173, -0.193, -0.210, -0.114, 0.086, 0.084, 0.084, 0.130, 0.121, 0.121, 0.117, 0.114, 0.124, 0.120, 0.124, 0.087, 0.088, 0.082],
  "relative_energy_kcal_mol": 164.0,
  "total_energy_ha": -4096.34651,
  "e_homo_ev": -4.36,
  "total_charge": -1
}

=====

{
  "formula": "C20H40F6LiO15P",
  "method": "the ωB97M-V functional and the def2-TZVPD basis",
  "symbols": ["Li", "P", "F", "F", "F", "F", "F", "F", "C", "C", "O", "C", "O", "O", "C", "H", "H", "H", "H", "H", "H", "H", "H", "C", "C", "O", "C", "O", "O", "C", "H", "H", "H", "H", "H", "H", "H", "H", "C", "C", "O", "C", "O", "O", "C", "H", "H", "H", "H", "H", "H", "H", "H", "C", "C", "O", "C", "O", "O", "C", "H", "H", "H", "H", "H", "H", "H", "H", "C", "C", "O", "C", "O", "O", "C", "H", "H", "H", "H", "H", "H", "H", "H"],
  "coordinates": [[-0.155, -0.249, -0.202], [-0.807, 0.898, 3.885], [-0.626, 0.515, 2.322], [0.650, 0.285, 4.237], [-0.158, 2.343, 3.721], [-1.130, 1.209, 5.447], [-2.292, 1.520, 3.488], [-1.443, -0.591, 4.109], [1.266, 4.983, 0.999], [0.512, 4.057, 0.024], [-0.821, 3.974, 0.503], [-1.524, 2.864, 0.343], [-1.085, 1.867, -0.185], [-2.737, 3.060, 0.803], [-3.620, 1.949, 0.795], [0.826, 5.980, 0.987], [2.330, 5.092, 0.802], [1.086, 4.554, 1.986], [0.977, 3.076, -0.010], [0.450, 4.589, -0.927], [-3.133, 1.090, 1.262], [-3.961, 1.692, -0.209], [-4.441, 2.246, 1.443], [3.542, -0.760, -1.961], [3.538, 0.776, -2.080], [3.737, 1.419, -0.821], [2.851, 1.283, 0.161], [1.808, 0.685, 0.096], [3.334, 1.888, 1.225], [2.470, 1.941, 2.362], [3.719, -1.183, -2.950], [2.578, -1.006, -1.523], [4.414, -1.047, -1.374], [2.589, 1.032, -2.555], [4.385, 1.172, -2.634], [2.886, 2.567, 3.144], [2.276, 0.962, 2.799], [1.490, 2.289, 2.035], [1.066, 3.601, -3.672], [0.088, 2.561, -3.220], [0.312, 1.374, -3.984], [0.225, 0.200, -3.411], [0.011, -0.047, -2.244], [0.306, -0.735, -4.349], [0.121, -2.083, -3.971], [1.170, 4.455, -3.008], [0.955, 3.903, -4.714], [2.027, 3.073, -3.678], [-0.952, 2.883, -3.327], [0.202, 2.363, -2.152], [-0.852, -2.218, -3.507], [0.937, -2.543, -3.415], [0.094, -2.664, -4.895], [-2.184, -3.137, 2.547], [-3.019, -1.898, 2.205], [-3.653, -1.947, 0.937], [-2.973, -1.524, -0.111], [-1.800, -1.247, -0.148], [-3.834, -1.455, -1.118], [-3.352, -0.828, -2.305], [-2.006, -3.138, 3.624], [-1.175, -3.059, 2.140], [-2.708, -4.064, 2.316], [-2.364, -1.030, 2.228], [-3.730, -1.675, 2.998], [-4.200, -0.701, -2.976], [-2.718, -1.558, -2.806], [-2.877, 0.132, -2.119], [-0.663, -5.755, 0.263], [-0.035, -4.510, -0.337], [1.167, -4.249, 0.406], [1.319, -3.022, 0.920], [0.790, -2.025, 0.489], [2.117, -3.114, 1.958], [2.339, -1.912, 2.714], [-0.121, -6.658, -0.020], [-1.615, -5.955, -0.241], [-0.809, -5.646, 1.333], [-0.716, -3.658, -0.364], [0.225, -4.613, -1.394], [2.898, -1.133, 2.206], [2.855, -2.188, 3.630], [1.352, -1.578, 3.028]],
  "lowdin_charge": [0.627, 0.194, -0.158, -0.158, -0.129, -0.154, -0.170, -0.168, -0.038, -0.195, 0.059, -0.589, 0.067, 0.043, -0.019, 0.080, 0.083, 0.075, 0.097, 0.112, 0.076, 0.098, 0.108, -0.036, -0.182, 0.049, -0.610, 0.078, 0.034, -0.022, 0.083, 0.055, 0.088, 0.098, 0.130, 0.112, 0.069, 0.064, -0.047, -0.204, 0.065, -0.597, 0.060, 0.027, -0.033, 0.072, 0.085, 0.078, 0.139, 0.091, 0.078, 0.098, 0.101, -0.035, -0.199, 0.068, -0.593, 0.048, 0.026, -0.018, 0.082, 0.062, 0.081, 0.077, 0.135, 0.101, 0.080, 0.094, -0.054, -0.205, 0.044, -0.597, 0.064, 0.036, 0.001, 0.078, 0.082, 0.076, 0.103, 0.120, 0.089, 0.104, 0.084],
  "relative_energy_kcal_mol": 0.0,
  "total_energy_ha": -2863.14167,
  "e_homo_ev": -11.03
}